(1)
Entry from the OMol25 dataset: C5H6AuO3 as an isolated structure (ωB97M-V/def2-TZVPD).

Structure (XYZ):
```
15
Properties=species:S:1:pos:R:3:forces:R:3
C 1.267704 1.886707 0.207998 2.125 -1.704 2.755
H -0.787778 0.053654 -1.820192 0.181 0.060 0.238
O 0.592090 -0.855891 -0.600893 0.524 -1.110 0.476
O 0.756370 -2.589431 0.791488 1.784 1.732 -2.885
Au 0.326810 -3.817974 2.123608 -1.007 -2.880 3.154
C -1.332316 0.086104 0.303667 -0.281 0.661 -0.068
O -0.927636 -1.127558 0.952841 0.288 -0.903 0.391
H -2.361965 -0.030794 -0.045360 0.258 -0.024 0.105
C 0.174037 -1.596011 0.405015 -1.279 2.518 -0.870
H 1.921949 1.081713 0.573695 0.378 1.040 0.639
H -0.210319 2.432414 -1.049412 0.109 -0.743 -0.772
C -0.322866 0.240663 -0.845045 -0.202 0.328 -0.538
C 0.427807 1.547488 -0.848990 -0.085 1.859 -2.488
H 1.746040 1.790083 -1.184965 -2.831 -0.635 0.011
H -1.269926 0.898833 1.036544 0.039 -0.198 -0.148
```
Positions in Å, forces in eV/Å.

Output
Kohn-Sham gap (alpha / beta)	4.397 / 9.539	eV
total charge	+1
expectation value of S²	2.01
multiplicity	3
HOMO level (alpha / beta)	-10.2 / -15.4	eV
LUMO level (alpha / beta)	-5.83 / -5.83	eV

***

(2)
Entry from the OMol25 dataset: an isolated ion of composition C4H10NS and charge +1 (ωB97M-V/def2-TZVPD).

Structure (XYZ):
```
16
Properties=species:S:1:pos:R:3:forces:R:3
C -1.364807 0.707610 -1.278567 0.990 4.184 -1.879
H 0.976687 -0.377350 -1.627957 0.160 0.234 0.953
N 0.720382 -0.486417 -0.618327 0.279 -1.541 0.771
H -0.694099 -1.278468 1.510107 0.301 -0.433 -0.993
C 1.640335 0.367789 0.278814 2.116 -1.255 -0.892
S -1.450517 -0.933893 -2.067468 -1.249 -2.554 -2.936
H -1.322214 0.198762 1.567440 -0.535 0.410 -1.101
C -0.795314 -0.374982 -0.538627 2.210 -0.338 4.257
H 2.711006 0.021368 0.031063 -1.619 0.881 -0.120
H 1.651767 0.246220 1.358451 -1.200 -0.718 -0.010
C -1.313127 -0.643688 0.847128 -1.021 -1.758 2.362
H -0.694872 1.534459 -1.726824 -1.194 -1.181 0.695
H -2.354046 1.017778 -1.021004 -0.441 0.407 0.355
H 1.476830 1.401924 0.087613 -0.044 0.683 -0.513
H -2.324520 -1.222612 0.941063 1.574 1.400 -0.700
H 0.937201 -1.519805 -0.422790 -0.330 1.580 -0.248
```
Positions in Å, forces in eV/Å.

Output
Kohn-Sham gap (alpha / beta)	5.766 / 8.192	eV
ΔE to the lowest compared entry with this formula, charge and spin	185.0	kJ/mol
total charge	+1
expectation value of S²	2.00
multiplicity	3
HOMO level (alpha / beta)	-9.1 / -15.5	eV
LUMO level (alpha / beta)	-3.38 / -7.35	eV

***

(3)
Entry from the OMol25 dataset: H8O16S3Zn as an isolated structure (ωB97M-V/def2-TZVPD).

Structure (XYZ):
```
28
Properties=species:S:1:pos:R:3:forces:R:3
O 1.268954 1.718662 -0.851935 0.300 0.130 -0.259
O -3.920368 0.298859 -0.857650 0.100 0.171 0.158
H -1.781539 -3.306088 -1.051532 0.108 -0.042 -0.006
O 1.674062 -1.904742 2.560625 0.110 -0.016 0.111
O 0.655123 4.079569 -0.685268 -0.096 0.296 0.124
O -2.205152 -2.836471 -0.331212 -0.095 -0.346 -0.169
H -0.631068 -0.515529 -2.395215 -0.308 0.349 0.284
O 0.594901 -3.811305 1.475670 0.049 0.249 0.204
H -0.010521 0.740793 2.578287 -0.085 -0.295 -0.063
H 0.267692 -1.754010 -2.112356 -0.017 -0.159 0.263
O 0.560406 1.063376 1.876024 -0.255 0.305 0.638
O -0.611520 -2.515004 3.150989 0.062 0.152 0.075
S -2.927023 1.408055 -0.800413 -0.423 -0.553 -0.327
O 1.779111 3.232398 -2.687068 -0.077 0.009 0.048
O 2.286700 -0.662905 0.197188 0.902 -0.190 -0.694
H 1.273184 1.551384 2.288432 0.199 0.089 -0.324
S 0.383706 -2.463732 2.069519 0.370 -0.426 -0.508
O -2.748281 1.947867 -2.170837 0.110 0.089 0.141
H -1.453224 -2.383601 0.117082 -0.170 0.179 0.173
O 2.995047 3.395415 -0.595096 -0.113 0.010 0.085
S 1.646836 3.147019 -1.209699 0.880 -0.554 -0.120
O 0.049076 -0.871900 -1.813370 0.270 -0.265 -0.946
O -1.607432 0.839982 -0.320101 -0.151 -0.089 0.027
O -0.119021 -1.561353 0.949683 -0.346 -0.576 0.585
H 2.749808 -1.043878 0.951473 -0.645 -0.284 0.478
O -3.368130 2.442143 0.160246 0.005 0.090 -0.062
H 2.937041 -0.416933 -0.465129 -0.090 0.504 -0.018
Zn 0.261634 0.181928 -0.028336 -0.594 1.169 0.105
```
Positions in Å, forces in eV/Å.

Output
Kohn-Sham gap	4.530	eV
ΔE to the lowest compared entry with this formula, charge and spin	73.2	kJ/mol
total charge	-4
HOMO level	4.2	eV
LUMO level	8.74	eV

***

(4)
Entry from the OMol25 dataset: a 13-piece molecular cluster, C26H39N13 overall (ωB97M-V/def2-TZVPD).

Structure (XYZ):
```
78
Properties=species:S:1:pos:R:3:forces:R:3
N 16.585013 16.584858 15.110753 -0.178 0.134 -0.271
H 15.576020 15.922886 18.124618 -0.331 -0.099 -0.253
C 14.723314 12.139298 12.492536 0.642 -0.193 -0.365
H 15.931932 11.233353 7.033149 0.040 0.276 -0.405
H 12.282832 12.196764 10.727280 0.446 0.669 -0.211
C 8.899074 8.782746 8.703217 0.859 -0.465 -0.163
C 16.249172 9.999401 8.579908 -0.237 0.840 -0.021
H 10.415035 10.192191 6.442487 -0.171 -0.695 -0.409
N 7.636783 13.133572 10.602826 -0.981 1.630 -1.922
H 7.999747 11.222969 13.088288 -0.535 -0.019 -0.040
H 8.958991 14.813969 16.366281 0.245 0.616 -0.059
H 9.350191 11.355620 7.231916 0.886 0.181 -0.463
H 12.616081 8.030228 10.322708 0.123 0.104 -0.455
C 11.342290 8.630596 14.209990 -0.494 -0.356 -0.399
C 10.234252 11.242378 6.555779 -0.659 -0.217 0.882
H 9.848355 6.989536 9.143454 0.546 0.169 0.041
H 10.557013 11.935105 10.695503 0.178 0.387 0.015
N 8.352274 9.706431 9.102815 -0.254 0.293 0.060
H 10.073161 11.713971 5.607323 -0.282 0.147 -0.537
C 7.159029 15.710579 12.187049 1.161 -0.771 2.038
C 12.992064 17.680617 15.417941 -1.146 0.236 -0.019
H 10.629953 7.932811 7.729673 -0.683 -0.195 0.775
C 13.410051 8.307253 9.613887 -0.355 -0.684 -1.228
H 12.671175 17.935842 13.309521 0.169 0.062 0.219
C 12.872638 8.678103 8.255782 0.681 -0.219 1.926
N 16.531751 8.935470 8.868818 0.377 -1.178 0.420
H 10.792836 14.979874 16.436243 -0.742 0.240 -0.247
N 12.646017 18.016060 16.472559 0.742 -0.478 -1.006
N 7.383245 15.194455 13.210330 -0.779 1.069 -1.942
C 13.201831 17.272736 13.994888 -0.087 -0.663 1.028
N 10.120163 12.053455 15.714535 0.138 -0.907 0.024
H 14.981506 12.623399 14.529763 -0.252 -0.107 0.072
H 12.989485 15.136056 8.810228 -0.003 0.060 0.296
C 10.016802 13.187742 15.801360 0.110 0.850 -0.622
H 16.426308 12.117153 8.474138 -0.186 -0.064 0.243
N 11.077132 14.472939 12.618256 -0.213 -0.269 -0.201
H 14.741126 11.407684 8.277424 0.232 0.283 0.251
C 11.467472 11.745675 7.104783 1.075 1.353 0.956
H 12.980474 9.839529 14.712742 -0.407 0.013 -0.109
C 16.397146 15.525006 17.534359 0.219 2.323 -1.003
H 6.857133 17.429265 10.938390 0.118 -0.801 -0.053
H 16.277110 14.490827 17.338828 0.216 -1.079 0.407
H 14.010580 9.089604 10.025027 0.186 0.772 0.173
H 14.221789 16.368904 8.567982 0.107 0.729 -0.388
H 9.147499 10.654386 11.881112 -0.266 0.132 0.011
C 9.710021 7.631599 8.274001 -0.566 -0.048 -0.370
H 14.649317 14.676043 8.551102 0.204 -0.140 0.150
H 12.803780 16.240751 13.841045 0.338 0.788 0.162
C 14.312977 15.561042 10.478287 0.090 0.110 -0.388
C 7.139784 16.357194 10.873775 -0.253 0.022 0.034
C 11.130440 13.489148 12.022968 0.882 0.365 0.128
C 14.019624 15.424238 9.018003 -0.106 -0.523 1.072
H 12.821189 8.410316 15.614288 0.102 -0.638 0.628
C 9.909069 14.648215 15.852838 0.414 -0.640 0.494
N 12.432343 12.219859 7.533343 -0.850 -0.509 -0.341
C 11.394308 12.242201 11.332776 -0.503 -1.826 0.047
N 14.614084 15.773045 11.572564 -0.331 -0.384 -0.792
H 9.923233 15.076779 14.844701 -0.116 -0.159 0.270
H 11.510451 11.386871 12.042959 -0.102 0.854 -0.176
H 9.125352 7.015209 7.596799 -0.189 0.062 -0.230
C 14.551838 13.060467 13.631675 0.080 -0.731 -0.724
H 15.037050 14.006834 13.443062 0.038 0.280 -0.238
H 13.479435 13.186939 13.671831 -0.295 0.354 0.616
H 17.296023 15.858137 18.080315 -0.130 -0.746 -0.373
C 12.229288 9.183844 15.176138 0.919 1.308 0.188
C 8.703127 11.546055 12.336293 0.757 -0.335 0.442
H 9.499268 12.051422 12.910933 -0.577 -0.049 -0.350
C 15.815939 11.295644 8.107205 -0.265 -0.149 -0.492
H 14.273911 17.271273 13.823405 0.008 -0.023 -0.347
H 14.108024 7.473438 9.465775 -0.310 0.057 0.087
C 8.116843 12.414787 11.326916 0.913 -1.597 2.106
N 10.606544 8.131188 13.489292 -0.223 -0.057 -0.475
C 16.439971 16.165738 16.166914 0.123 -0.524 1.488
H 8.128284 16.237891 10.429641 0.058 0.186 0.147
H 6.476795 15.778546 10.233559 -0.236 0.256 -0.055
H 11.671613 9.775733 15.902648 0.074 -0.150 0.073
N 12.433781 8.967290 7.239132 0.062 -0.002 -0.418
N 14.858787 11.419838 11.599070 -0.264 0.477 0.588
```
Positions in Å, forces in eV/Å.

Output
Kohn-Sham gap	11.422	eV
ΔE to the lowest compared entry with this formula, charge and spin	36.7	kJ/mol
total charge	0
HOMO level	-11.2	eV
LUMO level	0.27	eV

***

(5)
Entry from the OMol25 dataset: the molecule C4H7N3 (ωB97M-V/def2-TZVPD).

Structure (XYZ):
```
14
Properties=species:S:1:pos:R:3:forces:R:3
C 0.239870 0.833668 0.022186 -0.157 0.111 0.036
H 1.781872 0.153837 1.283981 -0.112 0.078 -0.007
N 0.788545 0.095795 1.082986 0.010 -0.003 -0.312
C -0.539333 -1.130841 -0.283534 0.032 -0.080 0.019
H -1.658024 -1.917322 -1.723038 0.000 -0.054 0.096
H -0.380252 2.500761 -0.711635 0.119 0.081 0.089
H 0.625899 -2.039776 1.395911 -0.071 0.115 -0.108
N -1.288472 -2.198710 -0.823272 0.141 0.022 -0.112
H 1.206187 2.730242 -0.196410 -0.125 -0.121 0.022
H -0.031222 2.730548 0.915004 0.009 -0.117 -0.091
C 0.310347 -1.201838 0.784844 -0.114 -0.125 -0.041
C -0.665033 0.239632 -0.782997 0.350 -0.145 0.397
H -0.743615 -3.045518 -0.931988 -0.107 0.061 0.053
N 0.301522 2.312897 0.040542 0.025 0.176 -0.041
```
Positions in Å, forces in eV/Å.

Output
Kohn-Sham gap	7.071	eV
ΔE to the lowest compared entry with this formula, charge and spin	335.6	kJ/mol
total charge	0
HOMO level	-7.0	eV
LUMO level	0.09	eV

***

(6)
Entry from the OMol25 dataset: an isolated ion of composition C6H10N and charge +1 (ωB97M-V/def2-TZVPD).

Structure (XYZ):
```
17
Properties=species:S:1:pos:R:3:forces:R:3
H -0.490033 -0.340096 -1.303835 -1.144 -0.302 -1.207
C 0.358742 -0.248082 0.411290 4.126 3.773 -1.876
H -1.966666 1.534992 0.506696 0.009 -0.218 -0.643
C -1.977979 -0.601929 0.291068 -2.149 -1.588 -2.303
H 1.563457 -2.230414 -0.375796 -0.452 1.169 0.530
C 2.459513 -0.225099 -0.184897 -2.776 0.734 1.148
H -2.577066 1.024722 -1.108281 -0.913 -0.013 -1.574
H -2.501859 -1.337387 -0.256964 -0.561 -0.819 -0.473
N -0.852921 -0.043983 -0.417914 2.240 -1.261 0.145
C -2.076304 0.738175 -0.247753 1.441 2.019 3.627
H 1.473601 1.688886 -0.590502 -0.645 0.485 -2.156
H 3.462433 -0.168329 -0.352393 2.631 -0.679 -0.665
H 1.742929 1.690670 0.935848 1.087 0.411 2.437
C 1.677593 0.999286 0.166055 -3.356 -3.090 0.392
C 1.486668 -1.139694 -0.117473 0.385 -0.933 -0.806
H 0.016723 -0.429791 1.366324 -0.042 -0.064 2.221
H -1.798828 -0.911924 1.278532 0.118 0.375 1.203
```
Positions in Å, forces in eV/Å.

Output
Kohn-Sham gap	11.133	eV
ΔE to the lowest compared entry with this formula, charge and spin	317.3	kJ/mol
total charge	+1
structure (SMILES)	C1=C[C@H]([NH+]2CC2)C1
HOMO level	-14.1	eV
LUMO level	-3.00	eV

***

(7)
Entry from the OMol25 dataset: C5H6O as an isolated structure (ωB97M-V/def2-TZVPD).

Structure (XYZ):
```
12
Properties=species:S:1:pos:R:3:forces:R:3
C -0.400789 1.682209 -0.004230 4.335 -1.307 0.199
H -1.730976 0.110168 -0.709637 -0.007 -2.058 -1.458
H 0.430636 -1.675313 -0.795135 0.199 0.059 -1.109
C 0.386963 -0.991193 0.026257 1.382 -2.588 3.412
C 2.368691 0.057258 -0.077326 -3.086 3.077 0.233
H 0.944464 -1.646427 0.888078 -1.167 1.269 -1.788
C 1.056988 0.385951 -0.021583 -2.379 -0.496 -0.499
O 3.485014 -0.196463 -0.061254 1.141 -0.618 -0.086
C -1.636509 0.957562 -0.136677 -1.617 2.135 2.850
H -2.337314 1.784724 -0.505416 0.460 -1.250 0.804
H -1.928324 0.612599 1.008059 0.605 1.179 -2.546
H -0.638845 -1.081076 0.388868 0.133 0.597 -0.013
```
Positions in Å, forces in eV/Å.

Output
Kohn-Sham gap (alpha / beta)	7.728 / 7.728	eV
ΔE to the lowest compared entry with this formula, charge and spin	689.2	kJ/mol
total charge	0
HOMO level (alpha / beta)	-8.5 / -8.5	eV
LUMO level (alpha / beta)	-0.79 / -0.79	eV

***

(8)
Entry from the OMol25 dataset: CH2I2O as an isolated structure (ωB97M-V/def2-TZVPD).

Structure (XYZ):
```
6
Properties=species:S:1:pos:R:3:forces:R:3
I 2.341602 -0.330174 -1.352630 1.056 0.175 -0.789
H 0.028241 -0.915193 -0.604668 -0.083 -0.463 1.139
C 0.854886 -0.630794 0.056173 -0.719 3.048 1.219
H 0.774569 0.931508 1.449235 0.610 -0.217 1.015
O 0.463212 0.781061 0.571095 -0.044 -3.178 -1.965
I 1.571663 -2.004270 1.596253 -0.821 0.635 -0.619
```
Positions in Å, forces in eV/Å.

Output
Kohn-Sham gap	8.998	eV
ΔE to the lowest compared entry with this formula, charge and spin	57.4	kJ/mol
total charge	0
HOMO level	-9.4	eV
LUMO level	-0.43	eV